# 1
A molecular structure, C19H31LuNO7PS2 in a non-equilibrium geometry, computed with ωB97M-V/def2-TZVPD.

Each line ends with the Mulliken charge.
CARTESIAN COORDINATES (ANGSTROEM)
1 C -1.58749 -1.25621 -0.34827  -1.16
2 P -0.09681 -0.25447 0.34450  2.56
3 C 1.06263 -1.51868 -0.52943  -0.70
4 C 2.54545 -1.17348 -0.87082  -0.83
5 C 2.80840 -0.61892 -2.36011  -0.54
6 S 4.60638 -0.79271 -2.81044  -0.12
7 C 1.34885 0.73411 1.17799  -1.53
8 C 2.09695 1.80285 0.32098  -0.97
9 C 1.53750 3.27507 0.33491  -0.77
10 C 2.52452 4.14312 -0.68145  -0.46
11 S 1.48808 4.53087 -2.23561  1.10
12 O 1.04888 3.29310 -2.85640  -0.49
13 O 0.19031 5.29291 -1.85914  -0.49
14 O 2.32124 5.35831 -3.35611  -0.39
15 C -1.24666 1.07919 1.21948  -0.83
16 C -2.73817 1.18313 0.83072  -0.80
17 C -3.00962 1.86071 -0.58754  0.34
18 O -2.46581 2.92991 -0.77166  -0.50
19 O -3.76117 1.27422 -1.57001  -0.45
20 C -0.29205 -1.23541 1.98136  -0.96
21 O -0.02764 -2.62222 2.07125  -0.35
22 C -1.09008 -3.48035 2.09500  0.58
23 C -2.22241 -3.49478 3.04761  -0.33
24 C -3.26527 -4.52931 2.89581  -0.47
25 C -3.23071 -5.58212 1.85791  -0.41
26 C -2.08520 -5.59417 0.91825  -0.54
27 C -1.07277 -4.55790 1.03805  -0.06
28 O -0.04341 0.91387 -0.97062  -0.57
29 C -0.28290 0.56743 -2.21326  0.39
30 N -0.49998 0.11022 -3.25049  -0.65
31 H -1.29379 -2.26478 -0.77111  0.37
32 H -2.28947 -1.55653 0.50062  0.36
33 H -2.25194 -0.77181 -1.09775  0.25
34 H 0.65657 -1.84344 -1.54479  0.62
35 H 1.09202 -2.54062 -0.03921  0.05
36 H 3.08299 -2.18001 -0.96111  0.53
37 H 3.19808 -0.64503 -0.13400  0.25
38 H 2.23905 -1.33155 -3.02956  0.39
39 H 2.41437 0.41134 -2.53604  0.05
40 H 5.14961 0.38152 -2.31619  0.11
41 H 2.09859 -0.00830 1.59226  0.73
42 H 1.01360 1.29263 2.10925  0.58
43 H 3.12301 1.90277 0.81667  0.52
44 H 2.35967 1.55137 -0.73706  0.05
45 H 0.47374 3.39408 -0.11126  0.71
46 H 1.61836 3.72475 1.39809  0.67
47 H 3.41631 3.55120 -1.02070  0.56
48 H 2.80763 5.18593 -0.23787  0.24
49 H 1.96637 5.00923 -4.21630  0.45
50 H -0.80101 2.07383 0.90771  -0.12
51 H -1.16563 1.08224 2.34074  0.64
52 H -3.16927 1.97017 1.53679  0.43
53 H -3.40631 0.29793 1.03218  0.31
54 H -4.13488 0.43236 -1.24414  0.39
55 H -1.33872 -1.09055 2.40580  0.36
56 H 0.35089 -0.73327 2.77854  0.22
57 H -2.26315 -2.70444 3.83842  0.45
58 H -4.14562 -4.54252 3.59391  0.37
59 H -4.00607 -6.37206 1.71896  0.39
60 H -1.96540 -6.35921 0.11517  0.38
61 H -0.21037 -4.59809 0.31532  0.32
62 Lu 0.81976 5.64255 0.13416  0.74

**Charge**: +2
**E_HOMO**: -12.3 eV

***

# 2
A molecular structure, C19H31N3PdSTe, computed with ωB97M-V/def2-TZVPD.

Each line ends with the Mulliken charge.
CARTESIAN COORDINATES (ANGSTROEM)
1 Pd 0.94493 0.61832 -0.24318  -0.26
2 C 2.52163 3.41672 -1.27818  -0.81
3 C 3.77573 2.69362 -0.74028  -0.99
4 N 3.39453 1.37622 -0.27338  0.17
5 C 3.92243 0.94732 0.99832  -0.82
6 C 3.23183 1.59362 2.21182  -0.58
7 S 1.41463 1.38242 2.26202  -0.12
8 C 0.74113 3.06422 1.96712  -0.39
9 C 1.38313 3.86962 0.84182  -1.03
10 N 1.38993 3.15122 -0.41228  0.18
11 H 2.27903 3.00782 -2.26198  0.41
12 H 2.73513 4.49522 -1.38008  0.30
13 H 4.20903 3.26152 0.08792  0.34
14 H 4.53353 2.65072 -1.53618  0.38
15 H 3.51803 0.66922 -0.99518  0.31
16 H 5.00423 1.15672 1.09492  0.35
17 H 3.77383 -0.13568 1.07252  0.20
18 H 3.43493 2.65852 2.27682  0.29
19 H 3.60673 1.11402 3.11642  0.49
20 H 0.81023 3.61642 2.90672  0.46
21 H -0.30617 2.86392 1.73802  0.12
22 H 2.40853 4.12192 1.12092  0.34
23 H 0.83383 4.82413 0.77212  0.38
24 H 0.51313 3.27952 -0.90658  0.29
25 C -4.12907 -0.21778 -1.16588  -1.51
26 C -3.51567 1.07812 -0.62108  2.31
27 C -4.16947 2.28212 -1.31088  -1.75
28 C -3.71137 1.17342 0.89722  -1.63
29 C -2.09217 1.09542 -0.91478  -0.36
30 N -0.98097 1.17652 -1.20678  -0.48
31 H -5.19487 -0.23128 -0.94458  0.45
32 H -3.66457 -1.08938 -0.71018  0.24
33 H -3.99457 -0.27418 -2.24448  0.40
34 H -5.24167 2.24832 -1.13458  0.42
35 H -3.98537 2.25942 -2.38238  0.39
36 H -3.77767 3.21752 -0.91778  0.39
37 H -4.76787 1.08222 1.14312  0.43
38 H -3.35237 2.13372 1.26293  0.38
39 H -3.16207 0.38192 1.40192  0.32
40 C -0.73527 -2.39698 -0.09788  -0.65
41 Te 1.28293 -1.84328 0.48402  0.18
42 C 1.67873 -3.67048 -0.63568  -1.32
43 C 0.48933 -4.52947 -0.36438  0.57
44 C 0.54643 -5.91298 -0.35258  -0.71
45 C -0.59997 -6.65978 -0.13238  -0.54
46 C -1.80707 -6.02378 0.09362  -0.64
47 C -1.86847 -4.63927 0.10832  -0.61
48 C -0.72717 -3.88838 -0.11628  0.66
49 H -0.92257 -1.98488 -1.09348  0.27
50 H -1.46357 -1.98638 0.59992  0.40
51 H 2.60883 -4.12878 -0.31208  0.48
52 H 1.74783 -3.44738 -1.70098  0.34
53 H 1.49223 -6.40938 -0.51908  0.40
54 H -0.54707 -7.73938 -0.13148  0.38
55 H -2.69937 -6.60678 0.27082  0.39
56 H -2.81017 -4.14628 0.30732  0.38

**Charge**: 0
**E_HOMO**: -5.4 eV

***

> Which formula does entry 1 have?

C19H31LuNO7PS2

***

> Which value of E_HOMO does entry 2 give?

-5.4 eV